The following is a quantum chemistry calculation of a structure of composition C27H24Br5NO3PtS2, from the OMol25 dataset.

Positions of all 63 atoms, in Å:
Pt  -1.1531  1.5822  1.9703
S  -2.3465  3.7947  2.5707
C  -0.9404  3.8404  3.5354
N  -0.1683  2.7776  3.4859
C  0.9674  2.8859  4.2630
C  1.9444  1.9099  4.4224
C  3.0111  2.1888  5.2545
C  3.1049  3.4130  5.9228
C  2.1274  4.3814  5.7759
C  1.0540  4.1087  4.9387
S  -0.3309  5.1058  4.5597
H  1.8407  0.9590  3.9186
H  3.7820  1.4447  5.3979
H  3.9492  3.6054  6.5698
H  2.1988  5.3233  6.3024
C  2.7264  -0.3860  -4.7276
C  1.6176  0.6744  -4.6733
C  2.2492  2.0468  -4.8988
C  0.6023  0.4143  -5.7950
C  0.9057  0.5819  -3.3284
C  0.8539  1.6548  -2.4379
C  0.2039  1.5179  -1.2408
Br  0.1248  2.9694  -0.0654
C  -0.4440  0.2802  -0.8484
O  -1.0378  0.1719  0.2575
C  -0.3809  -0.8364  -1.7844
C  0.2789  -0.6242  -2.9678
C  -1.0133  -2.2146  -1.5481
C  -1.7329  -2.4293  -0.2154
C  0.1023  -3.2684  -1.6369
C  -2.0398  -2.4564  -2.6664
H  3.2464  -0.3238  -5.6842
H  2.3314  -1.3962  -4.6304
H  3.4564  -0.2304  -3.9327
H  2.7432  2.0620  -5.8705
H  3.0023  2.2763  -4.1440
H  1.5038  2.8430  -4.8973
H  1.1002  0.4826  -6.7630
H  -0.2021  1.1499  -5.7734
H  0.1565  -0.5766  -5.7207
H  1.3238  2.5937  -2.6822
H  0.3263  -1.4382  -3.6776
H  -1.0679  -2.3127  0.6374
H  -2.1092  -3.4554  -0.2123
H  -2.5797  -1.7592  -0.0853
H  0.8451  -3.1115  -0.8544
H  0.6125  -3.2558  -2.5996
H  -0.3276  -4.2614  -1.4995
H  -2.8376  -1.7144  -2.6256
H  -2.4891  -3.4421  -2.5387
H  -1.5896  -2.4195  -3.6583
Br  -1.7858  -5.2593  4.0239
C  -2.1437  -3.4917  3.4974
C  -3.4619  -3.1443  3.0427
Br  -4.7927  -4.4681  2.9776
C  -3.7488  -1.8691  2.6448
Br  -5.4258  -1.3370  1.9979
C  -2.7431  -0.8531  2.6680
O  -2.9660  0.3269  2.2851
C  -1.3967  -1.2115  3.1073
O  -0.4979  -0.3359  3.0653
C  -1.1501  -2.5562  3.5293
Br  0.6103  -2.9280  4.0621

Expectation value of S²   6.061
Spin multiplicity   5
HOMO (alpha / beta)   -7.595 / -7.745 eV
Gap between HOMO and LUMO (alpha / beta)   7.78 / 4.86 eV
Relative energy (zero: lowest compared OMol25 entry of this formula, charge and spin)   0.0 kcal/mol
Max |F|   0.0099 Eh/bohr